(1)
This record from the OMol25 dataset describes C36H45N3O5 in the gas phase in a non-equilibrium geometry. The level of theory is ωB97M-V with the def2-TZVPD basis set.

CARTESIAN COORDINATES (ANGSTROEM)
O: 2.060 1.212 2.218
O: -3.406 6.502 7.394
O: 0.293 2.591 2.215
O: -0.447 -1.825 3.527
O: 1.311 -1.332 2.266
N: -1.896 4.980 8.246
N: -1.256 3.937 6.375
N: 7.199 -0.481 6.762
C: 4.715 -0.145 6.209
C: 4.113 1.727 1.233
C: -1.734 0.193 1.500
C: 2.907 -0.168 4.559
C: -0.837 4.114 7.769
C: -3.180 0.323 1.067
C: 2.738 2.264 1.506
C: 0.606 0.954 4.801
C: -2.502 7.013 4.470
C: 0.303 -0.979 3.077
C: -3.549 6.539 3.666
C: 1.438 -2.799 2.196
C: -2.430 8.372 4.794
C: -4.158 -0.289 2.066
C: -2.572 5.619 7.243
C: 2.456 0.634 6.768
C: -4.560 7.414 3.248
C: -2.461 0.097 3.919
C: -3.899 0.221 3.483
C: 2.002 0.504 5.384
C: -0.796 3.016 5.450
C: 0.343 2.235 5.569
C: -4.509 8.766 3.607
C: -0.817 2.825 8.602
C: -1.473 0.734 2.938
C: 3.786 0.346 7.140
C: 6.057 -0.329 6.543
C: 2.760 -3.074 1.572
C: -1.479 6.034 5.005
C: 0.107 0.555 3.512
C: -2.143 5.017 5.925
C: 0.524 4.836 7.886
C: -1.983 5.450 9.601
C: 0.830 1.552 2.558
C: -3.436 9.247 4.368
C: 4.235 -0.454 4.938
H: -0.059 2.123 8.238
H: -0.584 3.072 9.648
H: -3.574 5.475 3.399
H: -2.028 4.594 10.290
H: 4.095 0.517 8.175
H: -1.109 6.067 9.888
H: 1.772 0.981 7.566
H: 0.960 2.438 6.517
H: 4.585 1.368 2.155
H: -0.983 5.507 4.173
H: -1.458 -0.874 1.513
H: -1.051 0.699 0.807
H: 2.750 3.137 2.166
H: -2.173 -0.962 3.985
H: -4.196 1.270 3.524
H: -1.805 2.344 8.563
H: 3.559 -2.800 2.257
H: -1.596 8.724 5.412
H: 1.371 -3.169 3.223
H: -1.620 1.823 2.925
H: 4.079 0.909 0.500
H: -0.709 6.574 5.577
H: -3.290 -0.158 0.100
H: -2.318 0.539 4.915
H: -4.088 -1.387 2.037
H: -3.382 10.303 4.651
H: 1.301 4.292 7.336
H: -5.388 7.026 2.652
H: -1.302 3.032 4.457
H: 0.578 -3.174 1.627
H: 4.907 -0.887 4.195
H: 2.887 -2.548 0.629
H: 2.833 -4.141 1.391
H: -5.299 9.447 3.287
H: 0.444 5.857 7.485
H: -2.892 6.056 9.725
H: -3.018 4.548 5.425
H: 2.190 2.498 0.585
H: 4.730 2.529 0.822
H: -0.249 0.269 4.950
H: 0.810 4.896 8.944
H: 2.598 -0.402 3.546
H: -5.189 -0.055 1.772
H: -3.434 1.371 0.922
H: -4.514 -0.321 4.194

Calculated values
DFT total energy	-1939.16784	Ha
frontier orbital gap	7.8	eV
SMILES	CCOC(=O)C(C(=O)OCC)(C1CCCCC1)[C@H](/C=C/N1[C@H](Cc2ccccc2)C(=O)N(C)C1(C)C)c1ccc(C#N)cc1

Atom charges from the Mulliken analysis, given in e for atoms 1 to 6:
1 O -0.21
2 O -0.70
3 O -0.59
4 O -0.64
5 O -0.17
6 N 0.25

(2)
This record from the OMol25 dataset describes C36H45N5O5Ti as an isolated structure. The level of theory is ωB97M-V with the def2-TZVPD basis set.

CARTESIAN COORDINATES (ANGSTROEM)
Ti: -0.475 0.733 -0.543
O: -1.632 -0.328 -1.464
O: 1.196 -0.469 -1.170
O: -0.907 -3.535 -0.507
O: -0.259 -4.967 -2.134
O: 0.156 -0.112 1.172
N: 0.119 1.796 -2.397
N: 2.087 -3.004 -0.301
N: 1.049 2.415 0.122
N: 0.011 -2.753 2.208
N: -1.714 1.777 0.184
C: -4.865 3.658 0.611
C: -2.954 -0.775 -1.328
C: 3.553 -0.940 -4.549
C: -3.717 3.061 -1.522
C: -0.404 3.141 -2.573
C: 2.040 -4.369 0.207
C: 1.039 -0.735 3.273
C: -4.085 2.924 2.739
C: -2.011 1.542 2.986
C: 4.425 -1.124 -5.765
C: -2.999 2.299 2.152
C: 0.883 0.215 2.183
C: 0.985 1.416 -3.279
C: 1.794 0.253 -3.333
C: -0.976 -4.582 -1.196
C: 0.290 -4.173 2.120
C: 1.687 -0.306 4.463
C: 0.639 -2.066 3.195
C: 1.727 -4.495 1.695
C: 3.617 -1.850 -3.497
C: -5.025 3.623 1.988
C: 2.841 -2.796 -1.409
C: -3.218 -1.833 -2.391
C: 1.848 -0.652 -2.244
C: -3.792 3.041 -0.022
C: 1.559 2.462 1.289
C: 1.537 1.458 2.323
C: 2.645 0.094 -4.471
C: 2.266 0.946 4.604
C: 2.933 1.352 5.894
C: -0.044 4.038 -1.380
C: -3.225 -1.303 0.074
C: 2.768 -1.784 -2.357
C: 2.210 1.806 3.525
C: -2.798 2.364 0.738
C: 1.251 3.599 -0.706
H: -4.249 -2.198 -2.330
H: -1.484 3.096 -2.688
H: 3.942 -1.757 -6.515
H: 4.317 -2.679 -3.559
H: -1.887 0.519 2.624
H: 3.911 1.805 5.714
H: 5.373 -1.598 -5.501
H: -0.258 -2.286 1.351
H: -0.420 -4.604 1.420
H: 2.675 2.786 3.587
H: 1.937 -5.535 1.973
H: -3.191 3.946 -1.895
H: -3.053 -1.413 -3.386
H: 0.011 3.574 -3.494
H: -1.801 -5.290 -0.889
H: 1.196 -2.511 -0.303
H: -2.326 1.513 4.032
H: 0.895 -2.687 4.051
H: -4.197 2.856 3.818
H: 3.599 -3.557 -1.577
H: 2.413 -3.862 2.269
H: -4.720 3.070 -1.956
H: -5.605 4.161 -0.006
H: 2.575 0.820 -5.277
H: -3.185 2.181 -1.884
H: 1.644 4.419 -0.091
H: 1.750 -1.014 5.285
H: -2.530 -2.665 -2.251
H: -1.018 1.993 2.932
H: 0.067 5.069 -1.732
H: 1.150 2.100 -4.123
H: -3.629 0.078 -1.512
H: -3.045 -0.518 0.809
H: -4.268 -1.626 0.165
H: -2.568 -2.152 0.271
H: 0.110 -4.608 3.112
H: -5.872 4.105 2.462
H: -0.841 4.017 -0.637
H: 1.331 -4.958 -0.382
H: 2.006 3.370 -1.467
H: 3.081 0.488 6.544
H: 4.650 -0.166 -6.240
H: 3.032 -4.799 0.040
H: 2.333 2.081 6.447
H: 2.097 3.375 1.582

Calculated values
<S²>	2.0871
DFT total energy	-2898.42162	Ha
frontier orbital gap (spin up / spin down)	4.6 / 6.1	eV
charge	-2
spin multiplicity	3
ΔE to the lowest compared entry with this formula, charge and spin	18.41	kcal/mol

Atom charges from the Mulliken analysis, given in e for atoms 1 to 6:
1 Ti -0.54
2 O 0.05
3 O -0.35
4 O -0.03
5 O -0.68
6 O 0.84